(1)
DFT (ωB97M-V/def2-TZVPD) results for a cluster of 2 separate species, C2H4BrNS in total.

CARTESIAN COORDINATES (ANGSTROEM)
Br: -0.27 5.82 1.39
S: 1.66 -0.66 0.21
N: 0.85 2.03 0.67
C: 0.04 -1.38 -0.30
C: 1.27 0.98 0.38
H: -0.34 4.47 1.57
H: -0.47 -1.78 0.57
H: -0.42 -0.45 -0.62
H: 0.41 -2.08 -0.96

Energy, eV: -84505.5974
F_max, eV/A: 3.47
E_HOMO, eV: -9.919
Structure (SMILES): CSC#N.Br

(2)
DFT (ωB97M-V/def2-TZVPD) results for a cluster of 3 separate species, C25H37F9N2O6S in total.

CARTESIAN COORDINATES (ANGSTROEM)
S: -2.30 2.81 -1.95
F: -4.27 1.36 -0.47
F: 3.89 2.37 1.27
F: -1.04 -1.06 -3.45
F: 3.22 0.84 -0.39
F: -4.65 1.52 -2.82
F: 2.09 4.14 0.97
F: 1.10 2.21 1.68
F: -4.97 3.39 -1.42
F: 3.86 3.19 -0.94
O: -1.93 2.46 -3.45
O: -0.81 6.33 1.94
O: -2.45 4.34 -1.95
O: 1.50 0.34 -3.23
O: -3.88 -5.63 1.22
O: 6.33 -1.87 0.96
N: -1.56 2.09 0.46
N: 1.23 2.32 -2.04
C: 0.58 4.52 -1.30
C: -0.54 0.48 -1.36
C: -0.90 5.21 0.95
C: 0.53 -4.07 0.77
C: 0.15 -0.50 -0.25
C: 2.27 -4.41 3.09
C: 7.06 -0.66 1.09
C: 6.52 0.37 0.12
C: -0.89 2.07 -0.93
C: 1.42 -2.73 0.41
C: -1.58 -0.45 -2.16
C: 1.10 -1.73 -0.87
C: 2.71 -2.25 1.36
C: 0.73 0.89 -2.31
C: -5.15 -5.43 0.61
C: 1.00 -4.91 2.13
C: 3.16 -3.07 2.71
C: -3.18 -1.54 -0.15
C: -2.22 -1.77 -1.43
C: -4.03 2.22 -1.63
C: 1.60 2.82 0.39
C: -6.16 -5.01 1.66
C: 3.12 2.24 -0.03
C: 0.53 2.97 -0.81
C: -0.11 5.67 -0.40
H: 0.93 0.12 0.37
H: -1.58 6.25 2.61
H: 2.14 -1.32 -1.25
H: 8.12 -0.87 0.89
H: 6.60 0.01 -0.91
H: 6.43 -2.18 0.05
H: -5.84 -4.09 2.16
H: 1.72 4.84 -1.46
H: -2.76 -0.86 0.71
H: 2.60 -4.98 4.08
H: -2.56 0.09 -2.59
H: 0.99 2.74 -2.96
H: -1.90 1.14 0.72
H: -6.26 -5.78 2.43
H: -1.47 -2.63 -1.18
H: 0.10 4.63 -2.39
H: 4.05 -2.65 3.33
H: -5.46 -6.35 0.11
H: -3.99 -6.33 1.88
H: -5.04 -4.65 -0.15
H: -0.59 -0.90 0.60
H: 7.07 1.31 0.20
H: -0.38 -4.42 0.10
H: 3.31 -1.28 1.07
H: 0.60 -2.28 -1.78
H: -2.07 5.04 0.81
H: -2.31 2.81 0.49
H: -2.93 -2.25 -2.27
H: -7.14 -4.84 1.21
H: -4.25 -1.20 -0.56
H: 0.71 6.48 -0.10
H: 5.46 0.56 0.31
H: -0.49 4.27 1.50
H: 6.97 -0.30 2.12
H: -3.38 -2.61 0.35
H: -0.89 6.28 -1.07
H: 0.43 -5.88 2.52

Energy, eV: -77060.3280
F_max, eV/A: 11.29
E_HOMO, eV: -8.431
Structure (SMILES): CC[C@H](F)[C@@]1(CCc2ccccc2)C(=O)N[C@](CCCO)(C(F)(F)C(F)(F)F)[C@@]1(N)S(=O)(=O)C(F)(F)F.CCO.CCO

(3)
DFT (ωB97M-V/def2-TZVPD) results for a cluster of 7 separate species, C12H26Br10N2O4 in total.

CARTESIAN COORDINATES (ANGSTROEM)
Br: 2.20 4.90 1.45
Br: -3.09 4.73 0.10
Br: -1.30 -2.30 3.67
Br: 2.81 1.10 2.28
Br: 4.91 -0.55 -1.16
Br: 0.14 5.01 -1.76
Br: 2.67 -3.58 3.61
Br: 1.76 -0.54 -4.66
Br: -1.94 0.41 -1.73
Br: -4.86 -0.04 1.59
O: -0.06 0.31 0.87
O: 1.18 0.39 -0.89
O: -2.41 -3.43 -2.44
O: -1.99 -3.90 -0.31
N: -2.73 -3.60 -1.28
N: 0.61 -0.21 -0.02
C: -3.09 -0.50 2.40
C: -1.96 2.42 -1.34
C: 2.51 -0.61 3.26
C: -3.11 2.78 -0.39
C: 2.00 4.57 -1.52
C: 3.93 0.09 -2.70
C: 0.47 -1.66 -0.32
C: 3.06 -1.08 -3.20
C: 3.30 -1.84 2.80
C: 2.06 3.72 -0.25
C: -3.14 -1.84 3.13
C: -4.16 -3.33 -0.97
H: -3.70 -1.85 4.06
H: 3.21 -1.95 1.72
H: 3.60 -1.88 -3.70
H: -0.96 2.59 -0.92
H: -2.39 -0.54 1.56
H: -4.12 2.58 -0.74
H: -0.44 -1.72 -0.91
H: -4.29 -2.92 0.03
H: 3.17 0.85 -2.51
H: 4.64 0.56 -3.38
H: 2.53 5.51 -1.37
H: 0.46 -2.25 0.60
H: -3.01 2.24 0.55
H: -4.50 -2.59 -1.69
H: 1.28 2.96 -0.11
H: 1.45 -0.88 3.18
H: 4.37 -1.71 2.94
H: 2.62 -0.31 4.30
H: -3.51 -2.69 2.55
H: 1.39 -1.93 -0.84
H: -2.02 2.88 -2.33
H: 2.41 -1.53 -2.45
H: 2.98 3.13 -0.24
H: -4.62 -4.31 -1.13
H: -2.67 0.29 3.03
H: 2.34 4.06 -2.43

Energy, eV: -724445.1946
F_max, eV/A: 2.46
E_HOMO (alpha / beta), eV: -12.318 / -12.318
<S²>: 0.76
Total charge: +1
2S+1: 2

(4)
DFT (ωB97M-V/def2-TZVPD) results for a structure of composition C48H70As2CsN3P3Si.

CARTESIAN COORDINATES (ANGSTROEM)
Cs: -0.39 -0.74 -0.84
As: -3.50 -0.42 -1.72
As: -1.21 -0.71 -4.15
P: 3.00 -1.03 -0.91
P: -0.71 2.47 0.06
P: -0.81 -0.68 2.92
Si: 1.57 0.75 1.32
N: -0.36 -4.73 -1.72
N: -1.67 -2.67 -2.02
N: -0.45 -6.59 -0.09
C: 3.37 1.21 0.73
C: 3.53 -1.11 -2.69
C: -0.07 4.67 3.53
C: 1.50 2.85 3.46
C: -2.94 4.44 -0.33
C: 5.26 0.70 -0.74
C: 4.09 2.36 1.14
C: -1.78 -0.11 4.40
C: 2.38 -1.56 5.43
C: 0.99 3.98 4.10
C: 5.34 2.67 0.64
C: 3.45 -0.99 4.75
C: -1.10 -3.68 -1.83
C: -0.22 -2.08 -5.13
C: -5.25 -1.84 -3.61
C: 1.11 -1.47 4.89
C: -4.68 -2.46 -5.86
C: -3.41 -1.93 -5.67
C: -0.44 -5.70 -0.83
C: 3.56 -2.70 1.27
C: -0.09 3.12 1.67
C: -1.43 -2.43 2.75
C: -1.34 1.30 4.81
C: -5.61 -2.42 -4.82
C: 5.34 -2.69 -0.49
C: -3.28 -0.13 4.10
C: 1.96 -0.22 2.97
C: 3.84 -2.55 -0.23
C: 0.09 3.64 -1.18
C: -4.41 -1.58 -0.43
C: -3.04 -1.38 -4.45
C: 5.94 1.83 -0.30
C: -3.98 -1.32 -3.41
C: 0.42 5.05 -0.70
C: 0.88 -0.83 3.66
C: 0.98 2.39 2.24
C: -1.22 0.63 -5.60
C: 1.35 2.98 -1.74
C: -0.71 -3.13 1.59
C: -0.61 4.24 2.32
C: -3.30 2.38 1.10
C: -1.43 -3.34 3.98
C: -2.51 2.99 -0.07
C: -4.93 0.94 -1.88
C: 2.95 0.08 -3.45
C: 3.24 -0.33 3.55
C: 3.98 0.39 -0.25
C: 3.05 -2.42 -3.32
H: -4.38 2.51 0.96
H: -1.93 1.65 5.67
H: 3.86 -3.69 1.63
H: -1.97 -4.26 3.75
H: -2.84 5.08 0.54
H: -1.60 0.22 -6.53
H: -1.91 -2.88 4.85
H: 3.29 0.09 -4.49
H: -0.65 3.70 -1.99
H: -0.26 -3.02 -4.58
H: -1.84 1.48 -5.31
H: 5.86 3.56 0.97
H: 5.73 0.07 -1.48
H: 4.09 0.12 3.04
H: 0.28 -1.90 5.44
H: -2.38 4.89 -1.15
H: 3.65 3.03 1.87
H: 2.30 2.30 3.94
H: -4.95 -2.89 -6.81
H: -2.79 2.42 -0.96
H: -3.95 -2.57 -0.48
H: -3.66 -1.15 3.93
H: -4.00 4.45 -0.61
H: -6.60 -2.83 -4.96
H: 2.10 2.83 -0.95
H: 4.62 -1.07 -2.77
H: -5.88 0.50 -2.15
H: 3.23 1.04 -3.00
H: -1.13 -4.11 1.39
H: 2.50 -2.56 1.51
H: 0.35 -3.26 1.82
H: -1.59 -0.79 5.23
H: -2.47 -2.28 2.44
H: -2.70 -1.98 -6.48
H: 1.12 2.00 -2.17
H: 5.70 -3.64 -0.09
H: 2.53 -2.07 6.38
H: -3.85 0.30 4.93
H: -4.64 1.65 -2.66
H: 3.17 -2.40 -4.40
H: 1.85 0.03 -3.46
H: -0.20 0.99 -5.76
H: -5.48 -1.66 -0.62
H: -1.43 4.80 1.90
H: -4.25 -1.17 0.57
H: 0.82 -1.76 -5.20
H: -1.47 2.02 4.00
H: 1.99 -2.60 -3.10
H: 5.89 -1.88 0.01
H: -3.08 1.32 1.20
H: -3.02 2.86 2.04
H: 4.45 -1.05 5.17
H: -0.45 5.57 -0.29
H: -0.29 1.32 5.10
H: 4.11 -1.95 1.84
H: -5.98 -1.81 -2.81
H: -5.03 1.48 -0.94
H: -0.79 -2.53 0.69
H: -0.61 -2.22 -6.14
H: 1.18 5.01 0.08
H: 1.41 4.31 5.04
H: -0.49 5.54 4.03
H: 6.92 2.06 -0.70
H: 5.58 -2.67 -1.56
H: -0.41 -3.62 4.26
H: 0.82 5.64 -1.53
H: -3.51 0.46 3.20
H: 3.32 -3.36 -0.74
H: 3.60 -3.29 -2.95
H: 1.81 3.59 -2.52

Energy, eV: -213352.7342
F_max, eV/A: 1.83
E_HOMO, eV: -3.218
Total charge: -1